Record 1
C3Cl2F2NO4 | ωB97M-V/def2-TZVPD

```
12
Properties=species:S:1:pos:R:3
C -3.13 1.37 0.23
C 1.69 -0.60 -0.53
C 1.39 0.92 -0.21
N 0.76 -1.68 -0.55
O -3.47 0.76 -0.69
O -2.62 1.83 1.14
O 2.89 -0.96 -0.44
O 0.93 -2.47 -1.59
F 0.16 1.30 0.36
F 1.40 1.28 -1.45
Cl -1.30 -1.46 0.43
Cl 2.80 1.92 0.60
```

Calculated values
* ΔE to the lowest compared entry with this formula, charge and spin: 0.0 kcal per mole
* E: -1590.1109 hartree
* frontier orbital gap (alpha / beta): 7.43 / 7.34 eV
* charge: -1
* LUMO energy (alpha / beta): 2.996 / 2.812 eV

Record 2
C9H14N2O | ωB97M-V/def2-TZVPD

```
26
Properties=species:S:1:pos:R:3
C -0.81 -3.81 1.53
C -1.72 -2.97 0.88
C -1.50 -1.55 0.63
C -0.28 -0.96 0.50
N -0.10 0.39 0.15
C -1.12 1.42 0.36
C -0.30 2.69 0.45
C 0.94 2.43 -0.37
C 1.25 0.95 -0.13
C 2.02 0.41 -1.39
N 1.50 -0.49 -2.28
O 3.08 0.91 -1.72
H 0.20 -3.47 1.88
H -1.04 -4.86 1.65
H -2.73 -3.34 0.65
H -2.37 -0.93 0.42
H 0.63 -1.59 0.58
H -1.68 1.25 1.26
H -1.82 1.46 -0.47
H -0.85 3.55 0.10
H -0.09 2.86 1.49
H 0.67 2.59 -1.41
H 1.78 3.10 -0.15
H 1.92 0.94 0.79
H 1.92 -0.45 -3.21
H 0.47 -0.53 -2.20
```

Calculated values
* ΔE to the lowest compared entry with this formula, charge and spin: 20.6 kcal per mole
* E: -536.0510 hartree
* frontier orbital gap: 8.27 eV
* LUMO energy: 0.743 eV

Record 3
C2H4N4O2 | ωB97M-V/def2-TZVPD

```
12
Properties=species:S:1:pos:R:3
H -3.03 -0.81 -0.25
N -2.63 0.09 -0.30
C -1.37 -0.03 0.12
N -0.62 1.28 -0.16
O 0.71 1.12 0.34
C 1.37 -0.01 0.02
N 2.71 0.10 -0.19
H 2.92 -1.03 0.00
N 0.53 -1.03 -0.30
O -0.70 -1.26 0.50
H -0.92 2.15 0.04
H 0.99 -2.05 -0.66
```

Calculated values
* ΔE to the lowest compared entry with this formula, charge and spin: 135.8 kcal per mole
* E: -447.8860 hartree
* frontier orbital gap: 9.78 eV
* LUMO energy: 0.329 eV

Record 4
CHFI2 | ωB97M-V/def2-TZVPD

```
5
Properties=species:S:1:pos:R:3
C 0.69 -0.43 0.30
F 0.25 -1.30 1.22
I -2.25 2.05 -0.32
I -0.42 -0.12 -1.36
H 1.72 -0.19 0.16
```

Calculated values
* ΔE to the lowest compared entry with this formula, charge and spin: 51.1 kcal per mole
* E: -733.8515 hartree
* frontier orbital gap (alpha / beta): 6.96 / 7.86 eV
* LUMO energy (alpha / beta): -2.038 / -0.830 eV

Record 5
C6H9N | ωB97M-V/def2-TZVPD

```
16
Properties=species:S:1:pos:R:3
C -1.98 -0.71 1.06
N -1.94 -0.75 -0.21
C -0.50 -1.00 -0.37
C -0.19 -0.14 -1.56
C 0.45 0.17 -0.27
C 0.80 1.37 0.52
C 1.86 0.37 0.12
H -2.34 0.18 1.55
H -1.55 -1.51 1.67
H -0.07 -1.98 -0.14
H -1.02 0.51 -1.84
H 0.30 -0.66 -2.36
H 0.52 1.40 1.58
H 0.80 2.35 0.03
H 2.56 0.66 -0.67
H 2.29 -0.26 0.89
```

Calculated values
* ΔE to the lowest compared entry with this formula, charge and spin: 118.2 kcal per mole
* E: -288.5936 hartree
* frontier orbital gap: 9.45 eV
* LUMO energy: 0.774 eV

Record 6
C32H26BN12O6Ru | ωB97M-V/def2-TZVPD

```
78
Properties=species:S:1:pos:R:3
Ru -0.18 0.39 -0.89
C 4.04 1.08 0.42
C 2.90 0.27 0.46
N 1.84 0.98 0.07
N 2.27 2.23 -0.23
C 3.60 2.31 -0.03
B 1.26 3.29 -0.73
N -0.01 3.18 0.17
C -0.62 4.12 0.89
C -1.72 3.56 1.51
C -1.72 2.23 1.12
N -0.67 2.01 0.31
N 0.76 2.90 -2.17
C 0.88 3.47 -3.37
C 0.06 2.81 -4.28
C -0.55 1.81 -3.56
N -0.14 1.86 -2.28
N 1.86 4.65 -0.64
C 2.42 5.20 0.49
C 2.78 6.48 0.19
C 2.40 6.65 -1.16
N 1.85 5.56 -1.66
H 5.05 0.81 0.70
H 2.80 -0.77 0.72
H 4.13 3.23 -0.20
H -0.25 5.13 0.91
H -2.43 4.05 2.16
H -2.41 1.44 1.36
H 1.51 4.33 -3.48
H -0.07 3.05 -5.32
H -1.27 1.08 -3.88
H 2.51 4.64 1.40
H 3.25 7.20 0.83
H 2.52 7.52 -1.79
O 1.14 -2.39 -6.16
C 2.21 -1.67 -5.80
O 3.16 -1.53 -6.50
C 2.20 -1.06 -4.43
C 3.30 -0.42 -3.91
N 2.96 0.06 -2.70
N 1.70 -0.23 -2.40
C 1.22 -0.91 -3.43
C -0.17 -1.35 -3.30
O -0.72 -2.08 -4.08
O -0.82 -0.87 -2.23
H 0.45 -2.40 -5.47
H 4.29 -0.30 -4.34
H 3.55 0.52 -2.02
O 1.08 -2.04 -0.22
C 0.07 -2.08 0.46
N -0.39 -3.10 1.22
C -1.56 -2.72 1.99
C -1.80 -1.25 1.43
O -2.74 -0.58 1.76
N -0.80 -0.98 0.53
C -2.79 -3.48 1.63
C -4.00 -3.17 2.36
C -5.16 -3.84 2.10
C -5.17 -4.81 1.09
C -3.98 -5.11 0.34
C -2.82 -4.44 0.60
C -1.33 -2.72 3.49
C -0.86 -1.59 4.16
C -0.59 -1.66 5.51
C -0.80 -2.85 6.21
C -1.27 -3.97 5.55
C -1.53 -3.91 4.19
H 0.18 -3.90 1.44
H -3.97 -2.38 3.11
H -6.07 -3.62 2.65
H -6.09 -5.32 0.84
H -4.02 -5.87 -0.43
H -1.92 -4.66 0.04
H -0.71 -0.66 3.63
H -0.23 -0.79 6.03
H -0.59 -2.90 7.27
H -1.42 -4.90 6.09
H -1.87 -4.80 3.67
```

Calculated values
* ΔE to the lowest compared entry with this formula, charge and spin: 8.0 kcal per mole
* multiplicity: 6
* E: -2462.8167 hartree
* frontier orbital gap (alpha / beta): 7.45 / 4.18 eV
* charge: +2
* LUMO energy (alpha / beta): -6.529 / -9.803 eV

Record 7
C4H5NO2 | ωB97M-V/def2-TZVPD

```
12
Properties=species:S:1:pos:R:3
N 1.09 1.99 1.60
C 0.71 1.02 0.76
C 0.44 0.18 -0.06
C 0.01 -0.99 -0.79
O -0.33 -0.83 -2.15
C -1.23 -1.52 -0.04
O -1.20 -2.48 0.67
H 0.36 2.64 1.84
H 1.97 2.44 1.37
H 0.92 -1.60 -0.76
H -0.55 0.09 -2.28
H -2.18 -0.94 -0.15
```

Calculated values
* ΔE to the lowest compared entry with this formula, charge and spin: 69.1 kcal per mole
* E: -360.5594 hartree
* frontier orbital gap: 9.74 eV
* LUMO energy: 0.551 eV

Record 8
C30H85InN5NaO14P | ωB97M-V/def2-TZVPD

```
137
Properties=species:S:1:pos:R:3
In 16.51 16.51 -23.45
Na 21.03 12.94 -26.03
P 18.52 14.04 -25.05
O 16.96 14.16 -25.25
O 18.93 12.55 -24.92
O 18.67 14.83 -23.69
O 19.46 14.72 -26.07
C 13.74 11.05 -27.61
C 14.55 10.91 -26.33
C 14.86 9.48 -25.89
O 13.71 8.94 -25.28
C 13.59 7.54 -25.45
N 15.81 11.65 -26.45
H 14.35 10.47 -28.30
H 13.54 12.07 -27.93
H 12.78 10.52 -27.57
H 14.11 11.45 -25.47
H 15.72 9.56 -25.22
H 15.11 8.92 -26.80
H 13.87 7.16 -26.44
H 12.53 7.33 -25.29
H 14.19 6.95 -24.76
H 15.68 12.63 -26.67
H 16.39 11.71 -25.62
C 18.81 10.56 -29.83
C 19.09 10.43 -28.34
C 20.31 9.58 -28.02
O 20.43 8.52 -28.96
C 21.31 7.55 -28.42
N 19.05 11.78 -27.76
H 19.62 10.95 -30.46
H 18.14 11.33 -30.23
H 18.40 9.60 -30.14
H 18.23 9.92 -27.90
H 20.19 9.12 -27.03
H 21.25 10.15 -27.95
H 22.32 7.94 -28.31
H 21.47 6.74 -29.13
H 20.96 7.14 -27.47
H 18.17 12.25 -27.91
H 19.00 11.75 -26.74
C 15.07 14.59 -28.97
C 16.55 14.31 -29.27
C 17.06 15.10 -30.49
O 16.41 14.79 -31.69
C 16.38 13.42 -32.05
N 17.27 14.78 -28.09
H 14.92 15.67 -28.93
H 14.85 14.22 -27.97
H 14.44 14.10 -29.71
H 16.76 13.25 -29.45
H 18.15 15.06 -30.57
H 16.85 16.16 -30.28
H 15.63 12.86 -31.49
H 17.39 13.00 -32.04
H 16.11 13.37 -33.11
H 18.11 14.22 -27.93
H 16.93 14.64 -27.13
C 13.25 14.13 -21.95
C 14.02 13.69 -23.20
C 13.61 14.53 -24.41
O 13.76 15.89 -24.10
C 13.13 16.78 -25.02
N 15.43 13.74 -22.92
H 13.62 15.11 -21.63
H 13.38 13.40 -21.16
H 12.19 14.35 -22.06
H 13.70 12.64 -23.33
H 12.57 14.29 -24.66
H 14.26 14.21 -25.24
H 13.53 16.65 -26.03
H 13.21 17.79 -24.64
H 12.07 16.54 -25.06
H 15.88 13.58 -23.83
H 15.81 12.89 -22.49
C 19.62 18.90 -27.15
C 19.04 18.41 -25.83
C 18.45 19.56 -25.05
O 17.83 19.18 -23.81
C 17.61 20.38 -23.10
N 18.03 17.35 -26.01
H 20.34 19.71 -27.08
H 18.78 19.18 -27.79
H 20.23 18.13 -27.64
H 19.76 17.87 -25.21
H 17.77 20.16 -25.66
H 19.27 20.26 -24.84
H 16.95 20.31 -22.23
H 17.16 21.19 -23.68
H 18.56 20.74 -22.70
H 17.47 17.63 -26.83
H 18.52 16.54 -26.41
C 23.26 14.79 -23.15
C 21.80 15.07 -23.44
O 21.67 15.54 -24.78
H 23.74 15.77 -23.15
H 23.72 14.10 -23.86
H 23.44 14.33 -22.18
H 21.48 15.89 -22.79
H 21.14 14.20 -23.30
H 20.73 15.43 -24.98
C 21.42 15.07 -30.63
C 20.75 14.27 -29.52
O 21.04 14.82 -28.25
H 22.46 14.75 -30.73
H 21.34 16.14 -30.43
H 20.96 14.81 -31.58
H 21.03 13.21 -29.55
H 19.66 14.17 -29.57
H 20.42 14.58 -27.54
C 19.77 12.89 -19.56
C 19.07 13.16 -20.87
O 19.28 14.55 -21.19
H 19.07 12.63 -18.76
H 20.40 13.70 -19.19
H 20.42 12.01 -19.64
H 18.02 12.86 -20.90
H 19.68 12.62 -21.61
H 19.07 14.61 -22.16
C 16.26 9.45 -22.19
C 17.48 10.27 -22.67
O 16.97 11.31 -23.49
H 15.78 10.00 -21.38
H 16.57 8.46 -21.85
H 15.52 9.31 -22.97
H 18.09 9.64 -23.31
H 17.97 10.59 -21.75
H 17.74 11.76 -23.91
C 22.32 9.46 -24.64
C 21.05 10.25 -24.33
O 21.34 11.59 -23.97
H 22.75 8.99 -23.76
H 23.07 10.09 -25.13
H 22.20 8.70 -25.41
H 20.34 9.61 -23.80
H 20.50 10.30 -25.29
H 20.49 12.05 -24.05
```

Calculated values
* E: -3214.5949 hartree
* frontier orbital gap: 2.87 eV
* charge: +1
* LUMO energy: -8.224 eV